Entry 1:
DFT (ωB97M-V/def2-TZVPD) results for a structure of composition C16H14CrN4O5S.

Calculated values
Spin multiplicity: 1
Highest occupied orbital energy (alpha / beta) in eV: -7.7 / -7.7
Orbital gap (alpha / beta) in eV: 7.256 / 7.209

```
41
Properties=species:S:1:pos:R:3:nbo_charge:R:1
Cr 0.787 -0.618 0.701 1.046
O -0.744 -1.866 0.427 -0.530
C -1.923 -1.584 0.267 0.480
C -2.468 -0.272 0.059 -0.341
C -3.853 -0.173 -0.113 -0.089
C -4.402 1.043 -0.353 -0.058
C -3.606 2.197 -0.442 -0.126
C -2.257 2.119 -0.282 -0.300
C -1.624 0.866 -0.015 0.541
O -0.349 0.834 0.133 -0.673
N -5.866 1.157 -0.536 0.541
O -6.533 0.151 -0.404 -0.386
O -6.316 2.263 -0.755 -0.383
H -2.635 -2.422 0.258 0.152
H -4.488 -1.049 -0.059 0.249
H -4.090 3.144 -0.639 0.249
H -1.631 2.998 -0.345 0.229
O 0.878 -0.654 2.247 -0.413
N 2.039 -2.247 0.521 -0.485
C 2.553 -3.064 1.446 0.072
C 3.357 -4.121 1.099 -0.295
C 3.620 -4.317 -0.260 -0.144
C 3.081 -3.477 -1.207 -0.265
C 2.263 -2.414 -0.790 0.106
S 1.449 -1.227 -1.761 -0.287
H 2.294 -2.834 2.472 0.217
H 3.763 -4.769 1.862 0.224
H 4.252 -5.142 -0.571 0.217
H 3.264 -3.614 -2.264 0.229
C 2.294 1.906 -1.599 -0.672
C 2.820 1.676 -0.226 0.429
N 2.400 0.815 0.672 -0.479
C 3.159 1.022 1.820 -0.064
C 4.052 2.011 1.596 -0.098
N 3.824 2.416 0.293 -0.511
H 1.209 1.999 -1.569 0.255
H 2.534 1.066 -2.246 0.268
H 2.716 2.822 -2.013 0.211
H 2.994 0.444 2.712 0.238
H 4.804 2.460 2.223 0.225
H 4.309 3.141 -0.204 0.421
```

---

Entry 2:
DFT (ωB97M-V/def2-TZVPD) results for an isolated molecule of C4H6ClN in a non-equilibrium geometry.

Calculated values
Spin multiplicity: 1
Highest occupied orbital energy in eV: -9.3
Orbital gap in eV: 10.140
SMILES string: CC1=N[C@]1(C)Cl

```
12
Properties=species:S:1:pos:R:3:nbo_charge:R:1
C 0.918 -0.212 -0.420 0.259
C -0.299 -0.452 -1.222 0.013
C 1.692 0.673 0.450 -0.691
C -1.621 -0.765 -0.641 -0.653
N 0.969 -1.281 -1.019 -0.310
Cl -0.324 0.289 -2.821 -0.051
H 1.772 0.155 1.488 0.258
H 1.348 1.756 0.367 0.250
H 2.682 0.639 0.081 0.245
H -2.348 -1.228 -1.294 0.227
H -2.072 0.126 -0.342 0.221
H -1.674 -1.418 0.232 0.231
```

---

Entry 3:
DFT (ωB97M-V/def2-TZVPD) results for an isolated molecule of C5H9BO4 in a non-equilibrium geometry.

Calculated values
Spin multiplicity: 1
Highest occupied orbital energy in eV: -10.3
Orbital gap in eV: 10.886
SMILES string: CB1O[C@H]2OCCO[C@H]2O1

```
19
Properties=species:S:1:pos:R:3:nbo_charge:R:1
B 1.217 -0.041 1.028 1.082
C -1.189 -0.550 -1.864 -0.107
C -1.928 -0.569 -0.499 -0.113
C 0.400 0.934 -0.853 0.313
C -0.552 1.162 0.322 0.321
C 2.239 -0.648 1.990 -0.993
O 1.543 0.116 -0.259 -0.692
O -0.042 0.426 1.425 -0.692
O -0.180 0.496 -2.042 -0.489
O -1.784 0.717 0.101 -0.502
H -0.751 -1.579 -2.102 0.181
H -1.912 -0.387 -2.600 0.189
H -3.043 -0.696 -0.798 0.202
H -1.749 -1.468 0.136 0.194
H 0.849 1.904 -1.273 0.190
H -0.631 2.235 0.744 0.187
H 3.111 -1.055 1.447 0.243
H 1.748 -1.235 2.760 0.244
H 2.654 0.239 2.336 0.244
```

---

Entry 4:
DFT (ωB97M-V/def2-TZVPD) results for a cluster of 5 separate species, C25H19FNO13P in total.

Calculated values
Spin multiplicity: 1
Highest occupied orbital energy in eV: -10.1
Orbital gap in eV: 8.291
SMILES string: N=P(O)(O)OC(=O)OF.O=C1C=CC(=O)C=C1.O=C1C=CC(=O)C=C1.O=C1C=CC(=O)C=C1.O=C1C=CC(=O)C=C1

```
60
Properties=species:S:1:pos:R:3:nbo_charge:R:1
N -0.410 4.914 3.331 -1.304
P -0.553 3.643 2.501 2.402
O -1.797 3.485 1.520 -0.973
O -0.555 2.290 3.342 -0.985
O 0.743 3.395 1.517 -0.778
C 0.700 2.574 0.449 0.959
O -0.009 2.631 -0.487 -0.490
O 1.731 1.630 0.583 -0.138
F 1.038 0.399 0.414 -0.123
H -1.143 5.591 3.149 0.399
H -2.549 3.136 2.026 0.519
H 0.078 1.617 3.049 0.518
C 0.370 -2.520 1.860 -0.249
C 1.151 -3.582 2.027 -0.213
C 0.661 -4.787 2.747 0.473
O 1.372 -5.756 2.901 -0.485
C -0.729 -4.753 3.270 -0.224
C -1.511 -3.688 3.107 -0.245
C -1.017 -2.488 2.387 0.492
O -1.711 -1.503 2.238 -0.508
H 0.696 -1.629 1.343 0.229
H 2.167 -3.626 1.654 0.232
H -1.061 -5.642 3.793 0.231
H -2.522 -3.643 3.487 0.263
C -0.469 1.066 -3.197 -0.225
C -1.794 1.146 -3.130 -0.229
C -2.643 0.907 -4.325 0.477
O -3.851 0.981 -4.267 -0.485
C -1.954 0.573 -5.599 -0.227
C -0.629 0.492 -5.667 -0.225
C 0.216 0.732 -4.469 0.486
O 1.426 0.658 -4.530 -0.518
H 0.165 1.238 -2.341 0.243
H -2.314 1.389 -2.212 0.237
H -2.593 0.403 -6.456 0.233
H -0.105 0.253 -6.583 0.231
C -3.416 -0.841 6.231 -0.226
C -3.336 -0.239 7.414 -0.227
C -3.467 -1.007 8.680 0.475
O -3.398 -0.461 9.757 -0.477
C -3.688 -2.473 8.572 -0.225
C -3.766 -3.075 7.389 -0.227
C -3.636 -2.305 6.127 0.485
O -3.703 -2.849 5.044 -0.515
H -3.323 -0.306 5.294 0.236
H -3.174 0.827 7.516 0.236
H -3.779 -3.012 9.507 0.235
H -3.927 -4.140 7.285 0.232
C 6.305 1.646 -8.219 -0.235
C 5.422 2.640 -8.226 -0.222
C 4.214 2.602 -7.360 0.476
O 3.409 3.508 -7.371 -0.492
C 4.031 1.415 -6.486 -0.238
C 4.915 0.422 -6.482 -0.226
C 6.122 0.457 -7.346 0.476
O 6.930 -0.447 -7.342 -0.492
H 7.192 1.649 -8.840 0.231
H 5.534 3.515 -8.853 0.229
H 3.145 1.404 -5.864 0.256
H 4.801 -0.453 -5.855 0.232
```

---

Entry 5:
DFT (ωB97M-V/def2-TZVPD) results for a cluster of 2 separate species, C4H13N in total in a non-equilibrium geometry.

Calculated values
Spin multiplicity: 1
Highest occupied orbital energy in eV: -9.3
Orbital gap in eV: 10.400
SMILES string: CCC.CN

```
18
Properties=species:S:1:pos:R:3:nbo_charge:R:1
C -4.633 -0.018 -2.025 -0.440
N -3.289 -0.058 -1.293 -0.839
H -5.279 -0.805 -1.472 0.191
H -4.472 -0.648 -2.999 0.182
H -5.121 0.899 -2.306 0.195
H -3.523 -0.402 -0.377 0.356
H -2.898 0.857 -1.292 0.355
C 1.571 0.229 0.483 -0.584
C 3.049 0.267 0.637 -0.391
C 3.513 -0.331 2.046 -0.616
H 1.143 -0.836 0.760 0.181
H 1.227 0.283 -0.471 0.204
H 1.154 0.979 0.921 0.191
H 3.417 1.335 0.667 0.199
H 3.416 -0.425 -0.071 0.194
H 4.556 -0.449 1.732 0.215
H 3.277 0.410 2.885 0.205
H 2.891 -1.285 2.175 0.202
```

---

Entry 6:
DFT (ωB97M-V/def2-TZVPD) results for an isolated molecule of C2H3N3O2 in a non-equilibrium geometry.

Calculated values
Spin multiplicity: 1
Highest occupied orbital energy in eV: -8.4
Orbital gap in eV: 8.746
SMILES string: O/N=c1/nc[nH]o1

```
10
Properties=species:S:1:pos:R:3:nbo_charge:R:1
C 0.048 -0.592 0.191 0.545
C -0.696 1.162 1.034 0.221
H 1.106 -2.721 -1.609 0.473
H -1.136 1.611 1.813 0.217
H 0.521 2.296 -0.321 0.414
N 0.107 -1.889 -0.032 -0.199
N -0.595 -0.132 1.216 -0.464
N -0.238 1.557 -0.132 -0.270
O 0.622 -1.746 -1.452 -0.634
O 0.260 0.454 -0.706 -0.305
```

---

no.,DFT total energy (eV)
1,-72272.94168
2,-18255.86104
3,-14198.07886
4,-66340.39970
5,-5846.72830
6,-10682.55610